1.
{
  "formula": "C5H16N",
  "method": "wB97M-V/def2-TZVPD",
  "orbital_gap_ev": 9.77,
  "homo_ev": -13.64,
  "charge": 1,
  "multiplicity": 1,
  "symbols": ["C", "C", "C", "H", "H", "H", "H", "H", "H", "H", "H", "C", "C", "N", "H", "H", "H", "H", "H", "H", "H", "H"],
  "positions_angstrom": [[-0.17363, 2.30479, 1.71769], [-1.08727, 1.20131, 2.17251], [1.15612, 2.03323, 0.96134], [-0.65521, 3.09388, 1.14639], [0.19852, 2.75037, 2.63391], [-2.08731, 1.67955, 2.44655], [1.18854, 0.97875, 0.64287], [1.16813, 2.62039, 0.05766], [2.03416, 2.19662, 1.55320], [-1.23170, 0.49459, 1.37926], [-0.98390, 0.83496, 3.17186], [-0.25225, -2.11768, -2.08593], [-0.68391, -0.72659, -1.67348], [0.92864, -2.69542, -1.19828], [-1.01076, -2.86265, -1.89992], [0.27128, -2.03109, -3.05273], [-1.20709, -0.71878, -0.72794], [-1.35642, -0.37419, -2.46497], [1.77511, -2.63976, -1.76465], [0.97963, -2.19940, -0.30703], [0.78674, -3.70502, -1.12602], [0.24258, -0.11785, -1.58230]]
}

=====

2.
{
  "formula": "C5H16N2",
  "method": "wB97M-V/def2-TZVPD",
  "orbital_gap_ev": 10.15,
  "homo_ev": -18.17,
  "charge": 2,
  "multiplicity": 1,
  "symbols": ["C", "C", "C", "C", "C", "N", "N", "H", "H", "H", "H", "H", "H", "H", "H", "H", "H", "H", "H", "H", "H", "H", "H"],
  "positions_angstrom": [[0.16935, -1.74848, -1.97923], [0.03182, -0.54341, -0.94113], [-0.95451, -0.89366, 0.12891], [-0.96867, 0.50293, 1.30059], [0.54436, 0.72080, 2.01656], [0.13531, 2.62334, 2.76328], [0.87191, -1.19340, -3.22409], [-0.77895, -2.09851, -2.43526], [0.71118, -2.59490, -1.60505], [-0.35811, 0.44463, -1.39588], [1.02417, -0.36907, -0.64080], [-0.46787, -1.67926, 0.78971], [-2.06074, -1.10815, -0.02847], [-1.40295, 1.34995, 0.60808], [-1.78599, 0.24747, 2.00291], [1.24765, 1.29392, 1.48995], [0.78396, 0.35358, 2.95778], [0.10359, 3.24871, 1.90499], [-0.81202, 2.78318, 3.19614], [0.70353, 3.09368, 3.57493], [0.88882, -1.85314, -4.01041], [0.37651, -0.32375, -3.38431], [1.84257, -1.02702, -2.95284]]
}

=====

3.
{
  "formula": "C5H16N2O",
  "method": "wB97M-V/def2-TZVPD",
  "orbital_gap_ev": 4.17,
  "homo_ev": -8.00,
  "multiplicity": 1,
  "symbols": ["C", "N", "C", "C", "C", "C", "N", "H", "H", "H", "H", "H", "H", "H", "H", "H", "H", "H", "H", "H", "H", "H", "H", "O"],
  "positions_angstrom": [[0.92960, -1.74693, -0.94173], [0.45463, -1.24226, 0.32795], [1.63707, -0.69857, 1.02798], [-1.39503, -0.37251, -1.19435], [-0.48518, -0.12165, 0.01227], [-1.29668, 0.27250, 1.25472], [-2.26427, 1.26862, 1.05292], [0.14410, -2.35577, -1.40004], [1.27454, -0.93029, -1.58197], [1.69461, -2.52965, -0.89036], [1.34924, -0.26379, 2.00027], [2.29604, -1.53181, 1.26151], [2.05086, 0.18395, 0.53000], [-2.07112, -1.18651, -0.93741], [-2.07456, 0.47631, -1.31622], [-0.77828, -0.32109, -2.10529], [0.25062, 0.75491, -0.19461], [-0.53872, 0.43555, 2.04074], [-1.90654, -0.62604, 1.55552], [-0.11152, 2.83631, 0.52429], [-2.25715, 1.72804, 1.97040], [1.95244, 1.69043, -1.92437], [-0.62759, 3.21795, 0.14190], [1.77289, 1.06229, -1.21412]]
}

=====

4.
{
  "formula": "C5H16N2O",
  "method": "wB97M-V/def2-TZVPD",
  "orbital_gap_ev": 9.63,
  "homo_ev": -8.70,
  "smiles": "CCNCCNC.O",
  "multiplicity": 1,
  "symbols": ["C", "C", "N", "C", "C", "N", "C", "H", "H", "H", "H", "H", "H", "H", "H", "H", "H", "H", "H", "H", "H", "H", "H", "O"],
  "positions_angstrom": [[3.10416, 1.48954, -0.33589], [2.34709, 0.22480, -0.71285], [1.03246, 0.23900, -0.06820], [0.12530, -0.75061, -0.69035], [-1.25542, -0.68755, -0.05468], [-1.46799, -1.87038, 0.88280], [-2.67323, -2.62384, 0.56469], [4.20171, 1.46204, -0.33086], [2.64632, 2.37859, -0.75991], [3.03055, 1.60507, 0.76485], [2.15671, 0.15306, -1.79019], [2.97491, -0.63046, -0.47806], [1.11780, 0.09531, 0.92651], [0.02623, -0.49166, -1.74082], [0.61315, -1.72802, -0.60252], [-2.03009, -0.94204, -0.76404], [-1.30549, 0.18732, 0.56993], [-1.50317, -1.65612, 1.86744], [-2.62060, -2.89641, -0.49008], [-3.61800, -2.03998, 0.50857], [-2.83567, -3.48000, 1.20872], [-0.18686, 3.60846, -0.08863], [-0.79103, 2.58285, 0.68393], [-1.04541, 3.40930, 0.26682]]
}

=====

5.
{
  "formula": "C5H16N2O",
  "method": "wB97M-V/def2-TZVPD",
  "orbital_gap_ev": 9.32,
  "homo_ev": -8.49,
  "smiles": "CNCCCCN.O",
  "multiplicity": 1,
  "symbols": ["C", "C", "C", "C", "N", "C", "N", "H", "H", "H", "H", "H", "H", "H", "H", "H", "H", "H", "H", "H", "H", "H", "H", "O"],
  "positions_angstrom": [[-0.16161, -1.34575, -2.17296], [1.10298, -0.97179, -1.39315], [1.33402, 0.45948, -0.88281], [0.68786, 0.80207, 0.45181], [-0.73732, 1.14388, 0.33344], [-1.17889, 2.17346, 1.28678], [-1.35891, -1.39869, -1.36429], [-0.22227, -0.64229, -3.00981], [0.02912, -2.32760, -2.61183], [1.23997, -1.61709, -0.52489], [1.91518, -1.22725, -2.07723], [2.41934, 0.50688, -0.77594], [1.12524, 1.25909, -1.60394], [0.74593, -0.11227, 1.06060], [1.26057, 1.46601, 1.11209], [-0.82823, 1.52341, -0.60044], [-1.91730, 1.74266, 1.96548], [-0.37352, 2.56796, 1.91024], [-1.62507, 3.05209, 0.81490], [-2.12156, -0.82955, -1.67538], [-1.23689, -1.29753, -0.37222], [0.92810, -0.23764, 3.04066], [-0.47365, -0.90580, 2.92129], [0.45393, -1.06881, 3.10116]]
}

=====

6.
{
  "formula": "C5H16N2O",
  "method": "wB97M-V/def2-TZVPD",
  "orbital_gap_ev": 9.67,
  "homo_ev": -8.94,
  "smiles": "CCCCNCN.O",
  "multiplicity": 1,
  "symbols": ["C", "C", "C", "C", "N", "C", "N", "H", "H", "H", "H", "H", "H", "H", "H", "H", "H", "H", "H", "H", "H", "H", "H", "O"],
  "positions_angstrom": [[-1.65798, 1.14775, -0.13835], [-0.61638, 2.07194, 0.53534], [0.53067, 1.61750, 1.43361], [0.82956, 0.14205, 1.34583], [1.53903, -0.16980, 0.09979], [1.62351, -1.61359, -0.00321], [0.28922, -2.34384, -0.13584], [-1.33464, 1.03283, -1.20580], [-2.65836, 1.53890, -0.21493], [-1.84718, 0.14982, 0.28559], [-1.34232, 2.57990, 1.23714], [-0.47332, 2.93161, -0.09337], [1.43091, 2.03153, 1.02463], [0.54191, 2.11218, 2.40898], [0.19374, -0.61003, 1.71306], [1.66453, 0.07779, 2.13003], [1.08338, 0.25692, -0.70145], [2.12871, -1.85183, -0.99939], [2.08920, -2.06305, 0.84665], [-0.35354, -1.74010, -0.64927], [0.29968, -3.18454, -0.69225], [-1.43909, -1.20484, -1.96310], [-0.90430, -1.68016, -3.36251], [-1.61695, -1.22894, -2.90121]]
}

=====

7.
{
  "formula": "C5H16N2O",
  "method": "wB97M-V/def2-TZVPD",
  "orbital_gap_ev": 9.26,
  "homo_ev": -8.40,
  "smiles": "CNCCN(C)C.O",
  "multiplicity": 1,
  "symbols": ["C", "N", "C", "C", "C", "N", "C", "H", "H", "H", "H", "H", "H", "H", "H", "H", "H", "H", "H", "H", "H", "H", "H", "O"],
  "positions_angstrom": [[-1.05097, 0.14721, -1.58649], [-1.00695, -0.10822, -0.15806], [-1.38364, 1.11833, 0.60524], [0.23428, -0.73638, 0.29105], [1.45826, 0.15981, 0.43132], [2.10194, 0.36241, -0.87069], [3.47129, 0.87395, -0.82407], [-1.07278, -0.81741, -2.10928], [-0.22339, 0.76631, -1.93632], [-2.00728, 0.60516, -1.79889], [-1.08307, 1.98006, 0.01008], [-2.47134, 1.09532, 0.65859], [-0.84504, 1.16420, 1.54823], [0.00995, -1.24927, 1.21899], [0.50282, -1.46798, -0.48760], [2.16020, -0.22615, 1.18692], [1.14347, 1.15743, 0.76387], [2.03542, -0.46258, -1.45455], [4.14279, 0.22244, -1.36682], [3.49427, 1.90066, -1.16691], [3.81935, 0.89973, 0.21603], [-3.81299, -1.45964, 1.02877], [-2.54465, -1.82300, 1.72070], [-3.47794, -1.67013, 1.91864]]
}

=====

8.
{
  "formula": "C5H16N2O",
  "method": "wB97M-V/def2-TZVPD",
  "orbital_gap_ev": 9.54,
  "homo_ev": -8.62,
  "smiles": "C[C@@H](N)CCCN.O",
  "multiplicity": 1,
  "symbols": ["C", "C", "C", "C", "C", "N", "N", "H", "H", "H", "H", "H", "H", "H", "H", "H", "H", "H", "H", "H", "H", "H", "H", "O"],
  "positions_angstrom": [[-0.87511, -0.65487, -2.20809], [-0.24026, 0.19878, -1.10216], [-0.95443, -0.08542, 0.22782], [-0.52610, -1.35286, 0.93261], [0.93447, -1.42860, 1.36435], [1.39456, -0.38002, 2.25287], [-0.34337, 1.64744, -1.30724], [-0.70282, -0.31445, -3.23639], [-1.96016, -0.67158, -2.10544], [-0.44550, -1.66089, -2.16463], [0.81161, -0.08574, -1.02881], [-2.03725, -0.06432, 0.07477], [-0.64789, 0.72222, 0.89820], [-1.17528, -1.65229, 1.74972], [-0.62596, -2.23399, 0.27835], [1.58991, -1.39164, 0.48104], [1.15633, -2.41227, 1.74320], [1.12493, -0.50823, 3.21650], [1.06921, 0.52567, 1.91334], [-0.03797, 1.90606, -2.24461], [-1.31512, 1.93951, -1.30999], [0.71183, 2.30286, 0.08117], [1.84328, 3.18761, 0.61356], [1.25108, 2.46702, 0.87988]]
}

=====

9.
{
  "formula": "C5H16N2O2",
  "method": "wB97M-V/def2-TZVPD",
  "orbital_gap_ev": 9.67,
  "homo_ev": -8.84,
  "smiles": "C[C@H](O)CCNCN.O",
  "multiplicity": 1,
  "symbols": ["C", "N", "C", "N", "C", "C", "C", "O", "H", "H", "H", "H", "H", "H", "H", "H", "H", "H", "H", "H", "H", "H", "H", "H", "O"],
  "positions_angstrom": [[-1.22953, 0.75682, 0.09022], [-1.11129, 0.82632, -1.43272], [-0.89967, -0.47838, -2.07394], [0.30102, -1.37339, -1.82068], [-0.08920, 1.53959, 0.83037], [1.36223, 1.05801, 0.73471], [1.45067, -0.33994, 1.37634], [2.33335, 1.88239, 1.34454], [-2.27631, 1.16650, 0.33075], [-1.56378, -0.23991, 0.43772], [-0.45732, 1.62314, -1.41138], [-1.81870, -1.08338, -1.93855], [-0.87907, -0.35759, -3.19625], [0.98373, -1.24440, -2.59351], [0.78717, -1.38837, -0.90488], [-0.48091, 1.69265, 1.86186], [-0.15260, 2.71553, 0.60730], [1.84318, 0.98344, -0.36851], [0.96163, -1.19461, 0.75119], [2.45568, -0.43665, 1.44372], [1.08582, -0.45229, 2.38793], [1.91735, 2.25429, 2.24331], [-1.69923, -3.35987, 0.24987], [-1.38589, -1.92831, 0.26931], [-1.43835, -2.62160, 0.78129]]
}

=====

10.
{
  "formula": "C5H16N2O3",
  "method": "wB97M-V/def2-TZVPD",
  "orbital_gap_ev": 8.63,
  "homo_ev": -8.07,
  "smiles": "C[C@H](CC=O)NCN.O.O",
  "multiplicity": 1,
  "symbols": ["C", "C", "C", "C", "O", "N", "C", "N", "H", "H", "H", "H", "H", "H", "H", "H", "H", "H", "H", "H", "H", "H", "O", "H", "H", "O"],
  "positions_angstrom": [[1.31981, -0.82439, 0.11342], [0.55417, 0.42326, 0.57335], [-0.21034, -0.02347, 1.88205], [-1.50626, -0.70691, 1.68641], [-1.96567, -1.32485, 0.76391], [-0.35900, 0.93241, -0.39032], [0.05122, 1.57279, -1.61781], [-0.81939, 1.17776, -2.71397], [1.98922, -0.62649, -0.72974], [1.96394, -1.22633, 0.91826], [0.55496, -1.58480, -0.09611], [1.33411, 1.15969, 0.83148], [0.43783, -0.71598, 2.45401], [-0.24115, 0.85265, 2.55473], [-2.11473, -0.53430, 2.61871], [-1.24262, 0.46180, -0.49147], [-0.20568, 2.67367, -1.55972], [1.08189, 1.41708, -1.88716], [-1.08469, 0.20088, -2.79137], [-0.51629, 1.46079, -3.63415], [2.63254, 1.32841, 2.82775], [3.58326, 1.42481, 1.61484], [3.30482, 0.85925, 2.34415], [-1.10889, -2.70608, -2.58836], [-0.88149, -2.14542, -1.31098], [-1.30739, -1.87281, -2.12705]]
}